DFT (ωB97M-V/def2-TZVPD) results for one molecule with the formula C4H5NO.

Element x y z (Å)
N -1.86 -0.43 -0.37
C -0.60 -0.30 0.15
C -0.24 -0.81 1.40
O 2.34 -0.17 0.66
C 1.76 0.48 -0.19
C 0.33 0.61 -0.36
H -2.57 -0.76 0.27
H -2.16 0.27 -1.04
H 0.71 -1.34 1.42
H 2.34 1.03 -0.96
H -0.04 1.43 -0.97

Output
lowest unoccupied orbital energy (spin up / spin down)	-0.039 / -0.042	Ha
energy	-7762.2314	eV
Kohn-Sham gap (spin up / spin down)	7.70 / 7.65	eV
highest occupied orbital energy (spin up / spin down)	-0.322 / -0.323	Eh
net charge	0

=====

DFT (ωB97M-V/def2-TZVPD) results for C18H21BeN3O as an isolated structure.

Element x y z (Å)
Be 0.04 0.61 0.15
C 1.77 0.67 3.74
C 1.38 0.47 2.31
N 0.38 1.04 1.74
N -0.37 2.07 2.16
C -0.82 2.62 1.02
O -0.50 2.16 -0.13
C -1.71 3.79 1.12
C -1.91 4.61 0.01
C -2.75 5.71 0.10
C -3.41 5.98 1.29
C -3.22 5.16 2.39
C -2.38 4.07 2.31
C 2.12 -0.28 1.30
C 3.30 -1.00 1.50
C 3.97 -1.54 0.42
C 3.43 -1.40 -0.85
C 2.24 -0.71 -0.99
N 1.62 -0.15 0.04
H 0.99 0.26 4.38
H 2.71 0.18 3.98
H 1.85 1.73 3.95
H -1.40 4.37 -0.91
H -2.90 6.35 -0.76
H -4.07 6.84 1.35
H -3.75 5.38 3.32
H -2.22 3.42 3.17
H 3.70 -1.11 2.50
H 4.89 -2.08 0.57
H 3.92 -1.82 -1.72
H 1.75 -0.60 -1.95
C -1.55 -2.73 0.94
C -2.05 -1.28 0.89
C -3.57 -1.26 0.72
C -1.34 -0.50 -0.24
H -1.96 -3.25 1.82
H -0.46 -2.77 0.98
H -1.88 -3.27 0.05
H -1.82 -0.83 1.86
H -3.86 -1.69 -0.24
H -3.94 -0.23 0.76
H -4.07 -1.83 1.51
H -2.06 0.18 -0.70
H -1.08 -1.22 -1.04

Output
lowest unoccupied orbital energy	-0.024	Ha
energy	-25927.9107	eV
Kohn-Sham gap	7.14	eV
highest occupied orbital energy	-0.286	Eh
net charge	0

=====

DFT (ωB97M-V/def2-TZVPD) results for a 13-piece molecular cluster, C66H135F2N12O12S2 overall.

Element x y z (Å)
C 13.00 -9.57 9.89
C 13.69 -10.03 8.56
N 14.56 -8.96 7.98
C 14.15 -7.67 7.68
C 15.26 -6.96 7.15
N 16.31 -7.84 7.23
C 15.94 -9.04 7.71
C 17.55 -7.47 6.63
H 12.14 -9.04 9.47
H 13.66 -9.03 10.56
H 12.61 -10.49 10.32
H 12.96 -10.45 7.86
H 14.34 -10.89 8.76
H 13.11 -7.50 7.91
H 15.39 -5.98 6.72
H 16.58 -9.90 7.83
H 17.98 -6.65 7.21
H 17.39 -7.17 5.59
H 18.29 -8.27 6.67
C 10.55 -2.76 10.11
C 9.52 -2.50 9.01
N 10.05 -1.88 7.84
C 10.79 -0.66 7.77
C 11.34 -0.58 6.47
N 10.84 -1.59 5.67
C 10.15 -2.47 6.58
C 11.17 -1.93 4.36
H 11.40 -3.36 9.78
H 10.07 -3.10 11.03
H 10.93 -1.77 10.36
H 8.55 -2.05 9.22
H 9.41 -3.57 8.79
H 10.91 -0.10 8.68
H 11.90 0.27 6.12
H 9.79 -3.47 6.37
H 10.81 -2.92 4.09
H 12.24 -1.83 4.19
H 10.65 -1.22 3.73
C 26.14 -2.40 3.85
C 25.23 -1.12 4.31
N 25.68 0.05 3.72
C 25.23 0.55 2.52
C 25.78 1.80 2.26
N 26.45 2.12 3.41
C 26.36 1.06 4.31
C 27.22 3.31 3.58
H 27.20 -2.27 4.10
H 26.09 -2.59 2.78
H 25.79 -3.33 4.29
H 25.41 -0.94 5.37
H 24.15 -1.24 4.20
H 24.49 0.00 1.96
H 25.74 2.46 1.40
H 26.77 1.01 5.31
H 27.01 3.77 4.55
H 27.16 4.09 2.82
H 28.17 2.94 3.97
C 22.23 -11.77 11.03
C 22.35 -13.34 11.16
C 22.15 -14.00 9.73
N 22.37 -15.54 9.66
C 23.79 -16.02 9.98
C 21.48 -16.14 10.78
C 21.16 -17.55 10.24
C 21.17 -17.54 8.79
C 21.66 -16.15 8.34
H 22.97 -11.21 10.45
H 22.16 -11.40 12.05
H 21.26 -11.63 10.57
H 21.62 -13.84 11.80
H 23.23 -13.65 11.72
H 22.84 -13.59 8.99
H 21.14 -13.86 9.34
H 24.28 -15.96 9.00
H 23.82 -16.98 10.48
H 24.27 -15.25 10.58
H 21.83 -16.11 11.81
H 20.57 -15.57 10.60
H 21.88 -18.30 10.58
H 20.24 -17.82 10.76
H 21.73 -18.37 8.36
H 20.16 -17.66 8.38
H 22.35 -16.22 7.50
H 20.83 -15.49 8.10
C 3.16 -6.44 16.22
C 2.65 -7.88 16.04
C 2.49 -8.10 14.50
N 2.55 -9.57 13.95
C 1.15 -10.16 14.29
C 3.73 -10.40 14.37
C 3.93 -11.47 13.27
C 3.21 -10.98 11.95
C 2.71 -9.56 12.34
H 2.54 -5.70 15.71
H 4.21 -6.34 15.95
H 3.10 -5.93 17.19
H 1.62 -7.87 16.41
H 3.26 -8.65 16.51
H 3.34 -7.66 13.97
H 1.60 -7.67 14.04
H 0.49 -9.76 13.51
H 0.93 -9.81 15.30
H 1.15 -11.25 14.26
H 3.55 -10.74 15.39
H 4.60 -9.76 14.44
H 3.51 -12.34 13.78
H 5.00 -11.66 13.19
H 2.35 -11.56 11.63
H 3.91 -10.92 11.11
H 1.78 -9.31 11.82
H 3.30 -8.66 12.15
C 10.81 -16.55 3.43
C 12.27 -16.17 3.66
C 12.94 -15.60 2.34
N 14.38 -15.12 2.50
C 15.18 -16.30 3.06
C 14.89 -14.62 1.08
C 14.65 -13.13 0.92
C 14.42 -12.60 2.37
C 14.61 -13.81 3.25
H 10.71 -17.26 2.61
H 10.26 -15.71 3.02
H 10.44 -17.00 4.35
H 12.83 -17.02 4.05
H 12.32 -15.44 4.47
H 12.43 -14.70 1.99
H 12.79 -16.24 1.47
H 15.02 -17.03 2.27
H 14.84 -16.81 3.97
H 16.20 -15.92 3.19
H 15.91 -15.02 1.01
H 14.36 -15.14 0.29
H 15.57 -12.65 0.57
H 13.97 -12.85 0.12
H 15.26 -11.91 2.48
H 13.52 -12.00 2.43
H 15.69 -13.89 3.42
H 14.09 -13.92 4.20
C 16.71 -15.91 16.74
C 15.98 -14.79 17.63
C 16.71 -13.47 17.88
N 15.86 -12.18 18.26
C 14.83 -12.46 19.42
C 15.13 -11.47 17.15
C 16.15 -10.63 16.43
C 17.32 -10.48 17.31
C 16.87 -11.09 18.60
H 17.73 -16.01 17.10
H 16.90 -15.57 15.72
H 16.10 -16.80 16.87
H 15.71 -15.24 18.59
H 14.98 -14.52 17.27
H 17.32 -13.23 17.01
H 17.39 -13.60 18.72
H 14.13 -13.26 19.20
H 14.22 -11.57 19.54
H 15.35 -12.55 20.37
H 14.23 -10.94 17.46
H 14.83 -12.34 16.56
H 15.75 -9.63 16.21
H 16.44 -11.13 15.51
H 17.41 -9.41 17.52
H 18.27 -10.89 16.97
H 16.36 -10.40 19.28
H 17.69 -11.50 19.19
C 17.11 -2.78 -1.13
C 17.63 -1.79 -2.08
C 16.83 -0.43 -2.07
N 17.50 0.75 -2.80
C 17.84 0.50 -4.27
C 18.76 1.36 -2.11
C 18.56 2.93 -2.09
C 17.06 3.06 -2.03
C 16.55 2.00 -2.90
H 16.10 -3.12 -1.36
H 17.00 -2.36 -0.13
H 17.68 -3.70 -1.03
H 17.72 -2.22 -3.08
H 18.67 -1.51 -1.96
H 16.58 -0.06 -1.07
H 15.82 -0.51 -2.48
H 18.28 -0.49 -4.35
H 18.47 1.22 -4.80
H 16.97 0.52 -4.93
H 19.69 1.04 -2.58
H 18.79 0.91 -1.12
H 18.82 3.46 -3.01
H 18.93 3.40 -1.18
H 16.63 4.02 -2.32
H 16.92 2.91 -0.96
H 16.62 2.41 -3.91
H 15.50 1.79 -2.69
N 19.83 -1.86 12.75
S 20.82 -2.93 13.03
O 21.40 -3.62 11.84
O 20.63 -3.65 14.26
F 22.13 -2.05 13.36
S 18.49 -2.83 12.53
O 17.47 -2.89 13.64
O 18.70 -4.08 11.78
F 17.68 -1.96 11.38
C 13.60 -18.57 10.28
C 14.43 -17.32 10.26
O 14.41 -16.62 11.29
O 14.97 -16.97 9.22
H 13.79 -19.09 9.34
H 12.55 -18.32 10.43
H 13.93 -19.29 11.02
C 7.19 -11.33 4.08
C 7.90 -9.96 4.13
O 8.26 -9.60 5.21
O 7.99 -9.27 3.12
H 7.72 -12.06 4.70
H 7.27 -11.69 3.05
H 6.16 -11.41 4.42
C 24.32 -11.47 1.75
C 23.18 -12.44 2.05
O 22.35 -12.05 2.94
O 23.08 -13.43 1.30
H 24.39 -10.58 2.37
H 24.19 -11.24 0.69
H 25.22 -12.06 1.90
C 19.42 0.58 6.86
C 18.64 0.49 5.56
O 18.41 -0.60 4.99
O 18.09 1.59 5.16
H 20.26 1.26 6.99
H 19.61 -0.43 7.23
H 18.63 1.03 7.46

Output
lowest unoccupied orbital energy	-0.173	Ha
energy	-140146.3546	eV
Kohn-Sham gap	3.71	eV
highest occupied orbital energy	-0.310	Eh
net charge	+3

=====

DFT (ωB97M-V/def2-TZVPD) results for a 4-piece molecular cluster, H8O4 overall.

Element x y z (Å)
O 1.15 1.96 -0.14
H 0.20 2.29 -0.02
H 1.82 2.59 0.07
O 2.94 -1.47 -0.05
H 3.19 -0.50 0.22
H 3.69 -1.67 -0.56
O -3.36 -0.53 -0.29
H -3.76 0.28 0.06
H -3.84 -1.24 0.16
O -0.68 -0.03 0.41
H -0.45 -0.64 -0.39
H -1.32 -0.50 0.95

Output
lowest unoccupied orbital energy	0.028	Ha
energy	-8319.0697	eV
SMILES	O.O.O.O
Kohn-Sham gap	11.21	eV
highest occupied orbital energy	-0.384	Eh
net charge	0

=====

DFT (ωB97M-V/def2-TZVPD) results for C17H18F3N2O4S as an isolated structure.

Element x y z (Å)
F -1.01 -2.48 -0.32
C -1.16 -1.42 0.57
F -1.36 -1.97 1.81
F 0.00 -0.74 0.65
S -2.61 -0.26 -0.01
N -0.20 1.10 2.84
C 1.09 1.41 2.99
O 1.87 1.73 2.09
C 1.48 1.36 4.48
C 0.15 1.15 5.18
C -0.81 0.84 4.02
O -1.97 0.45 4.19
H 2.15 0.52 4.66
H 1.99 2.28 4.76
H 0.16 0.34 5.91
H -0.20 2.06 5.68
C -3.11 -3.12 -2.69
C -3.49 -1.68 -2.90
O -2.26 -0.89 -2.77
C -2.55 0.32 -2.23
C -1.60 0.77 -1.12
C -1.63 2.26 -0.94
N -0.28 0.30 -1.51
C 0.78 1.00 -1.53
C 2.11 0.41 -1.39
C 3.28 1.18 -1.45
C 4.51 0.62 -1.15
C 4.62 -0.75 -0.88
C 3.49 -1.56 -1.00
C 2.22 -0.99 -1.26
O -3.48 1.04 -2.52
H -3.96 -3.71 -3.07
H -2.18 -3.36 -3.22
H -2.98 -3.32 -1.62
H -3.91 -1.44 -3.89
H -4.20 -1.38 -2.11
H -2.61 2.60 -0.63
H -0.86 2.52 -0.22
H -1.37 2.72 -1.90
H 0.79 2.08 -1.75
H 3.18 2.23 -1.71
H 5.40 1.24 -1.15
H 5.59 -1.21 -0.65
H 3.57 -2.65 -0.90
H 1.34 -1.62 -1.37

Output
lowest unoccupied orbital energy	0.096	Ha
energy	-48079.5283	eV
Kohn-Sham gap	7.40	eV
highest occupied orbital energy	-0.176	Eh
net charge	-1

=====

DFT (ωB97M-V/def2-TZVPD) results for a 3-piece molecular cluster, C2H10O2S overall.

Element x y z (Å)
C 1.29 0.05 1.09
C 0.71 -1.05 1.93
S -0.70 -1.89 1.12
H 0.63 0.92 0.91
H 1.54 -0.22 0.08
H 2.24 0.47 1.41
H 1.48 -1.83 2.05
H 0.36 -0.77 2.93
H -0.09 -3.02 0.73
O 2.14 4.13 -4.20
H 2.85 4.35 -4.81
H 2.52 4.21 -3.32
O -5.37 -1.73 -0.13
H -4.62 -2.26 -0.45
H -4.98 -1.36 0.66

Output
lowest unoccupied orbital energy	0.026	Ha
energy	-17165.9817	eV
SMILES	CCS.O.O
Kohn-Sham gap	9.98	eV
highest occupied orbital energy	-0.341	Eh
net charge	0

=====

Max |F|, record by record: 0.408 1.034 10.041 3.777 4.038 1.799 eV/Å